1.
Here is a cluster of 9 separate species, C55H128F24N2O2P7 in total at a distorted geometry from OMol25. Energies are from ωB97M-V/def2-TZVPD.

Its net charge is +1. The calculation puts the maximum force at 4.71 eV/Å. The calculation puts the electronic energy at -196442.330 eV.

```
218
Properties=species:S:1:pos:R:3:mulliken_charge:R:1
C -5.173 8.748 -13.174 -1.399
C -4.521 8.888 -11.801 -0.356
C -3.361 7.882 -11.514 -0.592
C -3.003 7.894 -10.014 -1.145
P -1.793 6.646 -9.464 0.851
C -1.781 6.858 -7.651 -1.142
C -0.948 5.817 -6.828 -0.604
C -1.009 6.032 -5.277 -0.343
C -0.038 5.087 -4.499 -1.128
C -0.096 7.004 -10.116 -0.921
C 0.571 8.321 -9.585 -0.808
C 1.750 8.828 -10.398 -0.743
C 1.470 9.360 -11.803 -1.130
C -2.541 5.044 -9.897 -0.587
C -1.495 3.857 -9.955 -0.743
C -2.008 2.462 -10.159 -0.591
C -0.997 1.297 -10.006 -1.314
H -4.432 8.777 -13.972 0.336
H -5.732 9.648 -13.430 0.396
H -5.780 7.866 -13.378 0.352
H -5.314 8.863 -11.054 0.368
H -4.084 9.884 -11.874 0.275
H -2.467 7.980 -12.130 0.404
H -3.759 6.884 -11.697 0.170
H -3.948 7.747 -9.490 0.547
H -2.591 8.851 -9.695 0.608
H -2.845 6.837 -7.414 0.576
H -1.351 7.835 -7.427 0.556
H 0.079 5.986 -7.151 0.341
H -1.125 4.766 -7.057 0.260
H -2.014 5.815 -4.915 0.100
H -0.889 7.070 -4.965 0.420
H -0.072 4.054 -4.846 0.432
H -0.356 4.998 -3.460 0.039
H 1.027 5.272 -4.638 0.403
H -0.034 6.904 -11.199 0.680
H 0.522 6.168 -9.788 0.672
H 0.868 8.156 -8.549 0.341
H -0.208 9.084 -9.594 0.385
H 2.523 8.060 -10.416 0.376
H 2.178 9.595 -9.752 0.390
H 0.765 10.178 -11.660 0.295
H 1.176 8.619 -12.547 0.310
H 2.398 9.787 -12.183 0.375
H -2.889 5.124 -10.926 0.367
H -3.351 4.792 -9.213 0.438
H -0.963 3.690 -9.018 0.177
H -0.683 4.078 -10.648 0.462
H -2.497 2.474 -11.133 0.371
H -2.767 2.407 -9.379 0.366
H -0.321 1.419 -10.852 0.326
H -1.487 0.336 -10.164 0.388
H -0.502 1.212 -9.038 0.365
C -10.843 0.936 -0.442 -1.270
C -11.339 2.354 -0.824 -0.508
C -10.217 3.150 -1.356 -0.681
C -10.584 4.590 -1.641 -1.204
P -9.310 5.716 -2.368 0.529
C -9.943 7.444 -2.218 -0.746
C -8.960 8.514 -2.844 -0.578
C -9.631 9.600 -3.626 -0.947
C -9.986 9.183 -5.018 -0.948
C -7.735 5.324 -1.541 -0.825
C -6.506 6.046 -2.176 -0.665
C -5.144 5.364 -2.021 -0.585
C -3.930 6.386 -2.353 -1.215
C -9.159 5.357 -4.157 -0.924
C -10.452 5.106 -4.965 -1.073
C -10.129 5.278 -6.507 -0.439
C -11.439 5.042 -7.325 -1.411
H -11.573 0.285 0.039 0.388
H -10.054 1.078 0.297 0.332
H -10.408 0.473 -1.327 0.336
H -11.839 2.954 -0.064 0.396
H -12.040 2.270 -1.655 0.327
H -9.782 2.774 -2.282 0.376
H -9.496 3.150 -0.538 0.339
H -10.854 4.994 -0.666 0.553
H -11.436 4.673 -2.316 0.519
H -9.832 7.436 -1.134 0.449
H -10.989 7.598 -2.484 0.596
H -8.129 8.014 -3.343 0.340
H -8.423 8.997 -2.027 0.388
H -9.016 10.498 -3.686 0.404
H -10.457 9.979 -3.025 0.404
H -10.431 8.201 -5.178 0.100
H -9.163 9.285 -5.726 0.293
H -10.754 9.891 -5.330 0.402
H -7.683 4.245 -1.680 0.535
H -7.696 5.564 -0.478 0.628
H -6.515 7.059 -1.772 0.286
H -6.789 6.234 -3.212 0.330
H -5.095 4.451 -2.615 0.369
H -4.971 5.136 -0.969 0.308
H -2.903 6.043 -2.227 0.162
H -3.966 7.267 -1.711 0.427
H -4.024 6.796 -3.358 0.367
H -8.556 4.468 -4.345 0.675
H -8.689 6.232 -4.607 0.673
H -11.227 5.847 -4.771 0.438
H -10.914 4.126 -4.845 0.552
H -9.206 4.749 -6.747 0.466
H -9.944 6.272 -6.913 0.241
H -11.240 5.166 -8.389 0.406
H -12.236 5.713 -7.006 0.339
H -11.741 3.995 -7.306 0.363
C 2.159 -0.168 1.385 -0.875
C 2.843 -1.459 0.947 -0.847
C 4.144 -1.690 1.690 -0.385
C 3.932 -2.126 3.149 -0.992
P 5.449 -2.709 3.954 0.859
C 5.967 -4.353 3.281 -1.095
C 7.191 -4.976 4.099 -0.444
C 7.608 -6.318 3.542 -0.256
C 8.558 -7.065 4.421 -1.464
C 6.692 -1.332 3.693 -1.361
C 6.171 0.046 4.259 0.955
C 7.135 1.178 4.060 -0.682
C 6.890 2.332 5.081 -1.244
C 5.133 -2.956 5.729 -1.499
C 6.324 -2.764 6.700 -0.835
C 5.901 -1.669 7.797 -0.573
C 7.157 -1.372 8.669 -1.423
H 1.074 -0.195 1.285 0.332
H 2.549 0.667 0.803 0.080
H 2.424 0.053 2.419 0.341
H 3.024 -1.358 -0.124 0.388
H 2.214 -2.335 1.101 0.298
H 4.729 -0.776 1.793 0.053
H 4.743 -2.422 1.149 0.448
H 3.148 -2.868 3.296 0.763
H 3.739 -1.265 3.788 0.392
H 6.297 -4.275 2.245 0.564
H 5.111 -5.025 3.224 0.544
H 6.926 -5.113 5.148 0.183
H 8.044 -4.299 4.112 0.329
H 8.135 -6.158 2.602 0.357
H 6.759 -7.001 3.516 0.278
H 9.084 -7.803 3.816 0.393
H 8.091 -7.458 5.325 0.356
H 9.422 -6.498 4.766 0.355
H 6.890 -1.255 2.624 0.621
H 7.645 -1.649 4.118 0.832
H 5.922 -0.056 5.316 -0.484
H 5.269 0.344 3.724 -0.131
H 6.952 1.727 3.136 0.206
H 8.202 0.967 3.993 0.516
H 7.053 1.979 6.099 0.394
H 5.875 2.723 5.001 0.192
H 7.595 3.141 4.890 0.391
H 4.732 -3.969 5.730 0.646
H 4.254 -2.348 5.941 0.700
H 7.218 -2.365 6.219 0.349
H 6.461 -3.741 7.163 0.639
H 5.122 -2.124 8.408 0.401
H 5.430 -0.803 7.332 0.378
H 7.614 -2.294 9.030 0.388
H 6.957 -0.688 9.494 0.366
H 7.990 -1.067 8.036 0.344
C -0.350 11.152 5.313 -1.241
C -1.481 11.286 4.273 0.253
C -0.959 11.729 2.874 -0.808
O -0.282 10.632 2.250 -0.155
C 0.036 10.990 0.909 -0.733
N -2.293 10.002 4.242 -0.036
H -1.704 9.181 4.230 0.008
H -2.822 9.946 5.101 0.418
H -2.922 9.898 3.460 0.378
H 0.369 11.968 5.235 0.371
H 0.192 10.208 5.243 0.290
H -0.624 11.218 6.366 0.404
H -2.146 12.104 4.547 0.291
H -0.245 12.543 2.994 0.393
H -1.837 11.985 2.281 0.378
H 0.857 11.706 0.927 0.351
H -0.767 11.362 0.273 0.380
H 0.489 10.145 0.391 0.090
C -0.412 7.232 0.652 -0.972
C -0.573 5.777 0.263 0.559
O -1.433 5.301 -0.498 -0.546
N 0.698 4.894 0.558 0.720
H 1.538 5.271 0.144 -0.168
H 0.897 4.763 1.539 0.248
C 0.640 3.430 0.050 -0.716
H -1.379 7.482 1.088 0.454
H -0.224 7.930 -0.164 0.242
H 0.402 7.366 1.364 0.365
H -0.239 2.969 0.502 0.588
H 1.511 2.809 0.257 -0.030
H 0.563 3.556 -1.030 0.318
P 3.226 6.751 -1.797 1.232
F 1.624 7.026 -2.022 -0.366
F 3.455 6.386 -3.368 -0.370
F 3.508 8.358 -2.063 -0.425
F 4.777 6.609 -1.308 -0.372
F 2.866 7.212 -0.210 -0.385
F 2.861 5.219 -1.407 -0.333
P 4.175 3.873 2.404 1.289
F 2.636 3.334 2.441 -0.471
F 4.053 3.993 4.016 -0.479
F 4.500 2.288 2.585 -0.404
F 5.692 4.434 2.647 -0.358
F 4.261 3.705 0.790 -0.420
F 3.552 5.348 2.187 -0.269
P -1.072 0.156 -1.771 1.250
F -2.059 -0.198 -0.493 -0.403
F -1.631 1.680 -1.663 -0.421
F 0.211 0.586 -0.836 -0.302
F -0.373 0.630 -3.134 -0.355
F -0.729 -1.422 -1.972 -0.362
F -2.286 -0.139 -2.758 -0.380
P -0.236 6.581 4.979 1.241
F 0.576 7.689 4.270 -0.341
F -1.677 7.172 4.437 -0.458
F -0.216 5.669 3.565 -0.350
F -0.998 5.429 5.899 -0.375
F 1.109 5.985 5.544 -0.368
F -0.324 7.609 6.245 -0.382
```


2.
Here is a cluster of 16 separate species, C55H155N13O16 in total at a distorted geometry from OMol25. Energies are from ωB97M-V/def2-TZVPD.

Its net charge is 0. The calculation puts the maximum force at 3.00 eV/Å. The calculation puts the electronic energy at -111669.769 eV.

```
239
Properties=species:S:1:pos:R:3:mulliken_charge:R:1
C -7.423 3.604 2.656 -0.976
C -7.000 3.441 4.109 0.714
C -5.472 3.665 4.334 -0.956
O -4.554 2.793 3.574 -0.285
C -3.186 2.925 3.954 -0.404
N -7.812 4.188 5.017 -0.769
H -8.498 3.780 2.621 0.436
H -7.203 2.748 2.019 0.175
H -6.968 4.467 2.169 0.047
H -7.124 2.381 4.331 0.137
H -5.393 3.474 5.405 0.288
H -5.203 4.715 4.212 0.366
H -2.686 2.081 3.479 -0.236
H -3.012 2.886 5.029 0.609
H -2.787 3.887 3.632 0.051
H -7.530 3.973 5.962 0.261
H -8.770 3.880 4.930 0.271
C 1.369 3.404 0.833 -0.050
C -0.124 3.647 0.568 0.929
C -0.692 4.008 -0.835 0.289
O 0.031 5.141 -1.326 -0.560
C -0.225 5.438 -2.685 -0.593
N -0.936 2.534 1.060 1.578
H 1.679 3.133 1.842 -0.735
H 1.814 4.397 0.773 0.723
H 1.724 2.674 0.104 -0.550
H -0.307 4.498 1.225 0.230
H -1.748 4.259 -0.734 0.026
H -0.618 3.129 -1.474 -0.175
H 0.259 4.659 -3.274 0.058
H 0.244 6.418 -2.777 0.286
H -1.288 5.559 -2.895 0.305
H -1.158 2.818 2.003 -0.569
H -1.886 2.653 0.738 -1.341
C -0.627 -5.949 -3.140 -0.590
C -0.273 -6.833 -1.904 1.514
C -1.374 -7.136 -0.870 -1.309
O -1.847 -5.926 -0.269 -0.382
C -2.968 -6.152 0.563 -0.880
N 0.264 -8.083 -2.394 -0.831
H -1.153 -6.500 -3.920 0.106
H 0.314 -5.618 -3.580 -0.016
H -1.177 -5.032 -2.931 0.177
H 0.530 -6.371 -1.329 -0.360
H -1.051 -7.850 -0.112 0.337
H -2.201 -7.584 -1.421 0.517
H -3.811 -6.544 -0.007 0.342
H -3.296 -5.198 0.975 0.166
H -2.843 -6.861 1.382 0.345
H 1.061 -8.011 -3.010 0.282
H -0.406 -8.499 -3.025 0.275
C 7.327 -2.075 -1.421 -1.657
C 6.085 -1.119 -1.510 2.577
C 6.459 0.383 -1.586 -1.102
O 7.110 0.843 -0.365 -0.364
C 7.634 2.110 -0.578 -0.891
N 5.227 -1.487 -2.622 -0.751
H 7.981 -1.858 -0.576 0.344
H 7.981 -2.134 -2.291 0.327
H 6.966 -3.091 -1.259 0.432
H 5.467 -1.226 -0.618 -1.087
H 5.553 0.984 -1.659 0.183
H 7.044 0.570 -2.486 0.462
H 8.101 2.403 0.362 0.308
H 6.872 2.832 -0.871 0.232
H 8.441 2.081 -1.310 0.335
H 4.976 -2.441 -2.406 0.155
H 4.389 -0.927 -2.547 0.141
C -1.120 2.109 -4.422 -0.984
C -1.571 1.115 -5.550 0.983
C -2.693 0.197 -5.052 -1.442
O -2.180 -0.715 -4.046 0.120
C -3.131 -1.682 -3.555 -0.795
N -2.213 1.888 -6.583 -0.702
H -1.864 2.903 -4.365 0.582
H -0.167 2.577 -4.669 0.314
H -1.006 1.714 -3.412 -0.236
H -0.676 0.560 -5.831 0.179
H -3.190 -0.401 -5.815 0.520
H -3.527 0.768 -4.642 0.324
H -2.703 -2.327 -2.787 0.084
H -3.552 -2.188 -4.423 0.396
H -3.934 -1.113 -3.086 0.254
H -1.512 2.455 -7.037 0.258
H -2.621 1.267 -7.267 0.253
C -4.043 1.936 -1.353 -1.439
C -4.516 1.694 0.039 0.523
C -4.061 0.348 0.616 -0.110
O -4.322 -0.818 -0.176 -0.477
C -3.968 -1.951 0.545 -0.508
N -3.886 2.799 0.747 0.921
H -4.303 1.180 -2.094 0.436
H -2.962 2.055 -1.290 -0.137
H -4.406 2.853 -1.818 0.365
H -5.595 1.801 -0.077 0.335
H -4.480 0.194 1.611 0.583
H -2.985 0.481 0.720 -0.111
H -4.397 -2.131 1.531 0.362
H -2.900 -1.928 0.759 0.018
H -4.113 -2.832 -0.081 0.277
H -4.086 2.649 1.725 -0.172
H -4.362 3.648 0.477 -0.377
C -3.279 6.823 2.374 -1.602
C -2.752 6.353 1.041 2.698
C -3.737 6.562 -0.116 -1.194
O -4.726 5.620 0.073 -0.179
C -5.812 5.802 -0.839 -1.073
N -1.522 7.155 0.756 -0.629
H -4.325 6.543 2.501 0.231
H -3.156 7.906 2.393 0.490
H -2.646 6.499 3.200 0.169
H -2.537 5.286 1.095 -1.381
H -3.278 6.405 -1.092 0.362
H -4.128 7.579 -0.139 0.484
H -5.495 6.010 -1.861 0.383
H -6.425 6.601 -0.423 0.293
H -6.386 4.875 -0.840 0.281
H -1.747 8.111 0.521 0.349
H -1.115 6.864 -0.122 0.170
C 6.322 -1.605 3.709 -1.412
C 6.283 -0.882 2.372 1.131
C 5.040 0.089 2.228 -0.979
O 3.808 -0.625 2.252 0.379
C 2.671 0.201 2.420 -0.652
N 7.524 -0.137 2.262 -0.799
H 6.220 -0.917 4.548 0.371
H 7.244 -2.181 3.786 0.505
H 5.525 -2.345 3.639 -0.075
H 6.235 -1.653 1.603 -0.133
H 5.073 0.496 1.217 0.098
H 5.087 0.931 2.919 0.532
H 2.577 0.999 1.684 0.130
H 2.597 0.629 3.420 0.521
H 1.796 -0.447 2.369 -0.642
H 7.632 0.171 1.306 0.476
H 8.293 -0.781 2.378 0.341
C -1.945 -7.690 -8.177 -1.404
C -2.523 -6.748 -7.076 0.545
C -1.937 -5.379 -6.878 -0.744
O -0.536 -5.396 -6.471 -0.343
C 0.092 -4.125 -6.544 -0.428
N -3.910 -6.625 -7.436 -0.745
H -2.411 -8.675 -8.188 0.434
H -0.880 -7.855 -8.017 0.330
H -2.065 -7.221 -9.154 0.335
H -2.540 -7.181 -6.076 0.026
H -2.420 -4.795 -6.094 0.347
H -2.064 -4.789 -7.785 0.574
H -0.421 -3.288 -6.071 0.093
H 0.316 -3.837 -7.572 0.446
H 1.047 -4.085 -6.019 0.001
H -3.902 -6.024 -8.248 0.289
H -4.198 -7.507 -7.836 0.284
C 1.897 -0.199 -3.961 -1.228
C 2.950 0.730 -3.316 0.257
C 2.384 2.156 -3.330 -0.048
O 3.416 2.953 -2.783 -0.407
C 3.040 4.335 -2.644 -0.631
N 3.039 0.300 -1.915 1.926
H 1.586 0.046 -4.976 0.450
H 1.007 -0.211 -3.331 0.066
H 2.369 -1.180 -3.908 -0.014
H 3.972 0.751 -3.695 0.670
H 1.417 2.269 -2.839 -0.548
H 2.302 2.468 -4.371 0.813
H 2.642 4.777 -3.558 0.310
H 4.040 4.691 -2.397 0.355
H 2.368 4.478 -1.798 0.063
H 2.124 0.087 -1.544 -1.685
H 3.205 1.161 -1.414 -0.125
C 0.570 -6.464 2.311 -1.557
C 0.184 -5.117 2.845 0.547
C 1.410 -4.398 3.480 0.074
O 2.188 -5.233 4.390 -0.467
C 3.056 -4.395 5.183 -0.208
N -0.432 -4.385 1.763 0.835
H 1.458 -6.536 1.683 0.107
H -0.253 -6.953 1.790 0.338
H 0.962 -7.052 3.141 0.572
H -0.645 -5.210 3.546 0.336
H 1.105 -3.457 3.938 0.402
H 2.084 -4.105 2.675 -0.184
H 2.391 -3.829 5.836 0.294
H 3.768 -3.799 4.613 -0.171
H 3.719 -5.005 5.797 0.311
H 0.302 -4.055 1.153 -0.400
H -0.914 -5.008 1.130 0.103
C 2.215 3.937 4.864 -1.212
C 1.059 4.297 5.808 0.507
C 1.329 5.572 6.648 -1.052
O 0.203 5.808 7.561 -0.291
C 0.479 6.776 8.504 -0.777
N -0.024 4.535 4.910 -0.610
H 3.064 3.624 5.473 0.484
H 2.510 4.831 4.314 0.460
H 2.013 3.162 4.126 -0.081
H 0.753 3.547 6.537 0.328
H 1.410 6.414 5.961 0.347
H 2.275 5.455 7.177 0.515
H 0.737 7.719 8.021 0.314
H 1.253 6.406 9.176 0.307
H -0.426 6.968 9.080 0.233
H -0.753 4.993 5.438 0.164
H 0.247 5.178 4.180 0.253
C 3.652 -3.990 0.542 -2.138
C 2.745 -3.068 -0.270 3.083
C 2.395 -3.606 -1.667 0.054
O 3.592 -3.926 -2.448 -0.345
C 3.320 -4.609 -3.683 -0.783
N 1.620 -2.635 0.555 1.351
H 3.120 -4.886 0.864 0.135
H 4.174 -3.509 1.369 0.213
H 4.399 -4.406 -0.134 0.488
H 3.260 -2.119 -0.419 -0.947
H 1.871 -2.866 -2.272 0.036
H 1.712 -4.452 -1.595 -0.565
H 3.016 -3.911 -4.463 0.264
H 2.535 -5.363 -3.627 0.156
H 4.108 -5.221 -4.121 0.394
H 2.140 -2.116 1.248 -0.730
H 1.012 -1.942 0.142 -1.051
C -1.221 -1.285 3.001 0.641
O -1.944 -2.509 3.112 -0.731
H -1.493 -0.493 3.698 0.204
H -0.184 -1.450 3.292 -0.583
H -1.128 -0.968 1.962 -0.156
H -1.395 -3.225 2.783 0.138
C -0.631 -0.245 -1.030 -0.409
O 0.301 0.304 -0.152 3.296
H -1.395 -0.719 -0.414 0.069
H -1.201 0.480 -1.610 -0.971
H -0.225 -1.035 -1.661 0.121
H -0.180 1.058 0.198 -1.783
C -0.116 0.910 6.113 -0.922
O -0.356 1.681 4.927 0.122
H -0.190 -0.134 5.809 0.253
H 0.913 0.956 6.471 0.285
H -0.773 1.062 6.969 0.318
H -0.295 2.629 5.064 0.245
```